1.
An isolated molecule of C5H8NP in a non-equilibrium geometry, computed with wB97M-V/def2-TZVPD.

The geometry in XYZ format:
```
15
Properties=species:S:1:pos:R:3:forces:R:3
C 0.6814 -1.3557 1.5016 -0.9004 1.2107 -0.0590
C 1.2976 -1.7692 2.6535 1.1096 1.3723 0.6650
C -0.3617 -0.0343 -0.1193 0.9204 0.9108 0.1962
C -0.8290 1.4122 -2.3498 1.8156 -0.2181 2.3860
C -0.6867 1.2719 -0.8072 -1.6477 1.5468 3.0972
N 0.2091 -0.1203 1.0447 0.2970 -0.0240 -0.6706
P 2.3941 -1.4485 3.9804 -0.8481 0.6931 -0.4702
H 0.5728 -2.1820 0.8589 -0.5905 -0.8727 -1.2823
H 1.4044 -2.8081 2.5701 -0.0088 -1.8853 -0.0733
H -1.3665 0.5990 -2.7634 -1.4742 -0.2231 -0.4585
H 0.1552 1.1984 -2.7254 0.7262 0.4410 -0.4769
H -1.0931 2.4497 -2.5373 -0.4162 -0.3806 -0.5407
H -1.6658 1.5714 -0.2503 0.8775 -0.5378 -1.2346
H -0.0669 2.0390 -0.2764 0.0809 -0.4070 -1.0823
H -0.6450 -0.8234 -0.7801 0.0586 -1.6261 0.0040
```
Forces are in eV/Å.

The value obtained for the HOMO energy (alpha / beta) is -7.392 / -7.882 eV. As for the charge: 0. The HOMO-LUMO gap (alpha / beta) comes out at 6.779 / 6.586 eV.

2.
An isolated molecule of C15H20N2O4 in a non-equilibrium geometry, computed with wB97M-V/def2-TZVPD.

The geometry in XYZ format:
```
41
Properties=species:S:1:pos:R:3:forces:R:3
C 1.7971 3.3131 1.0684 -10.0929 2.0572 -1.6470
C 1.2120 2.0568 1.5144 -5.3356 -0.3327 -0.6036
H 1.7278 1.7937 2.3881 0.3639 -1.5936 0.8741
H 0.0619 2.2248 1.7142 2.3495 -0.6188 -0.2111
O 1.0757 0.8415 0.3891 -2.7581 7.0899 3.6883
C 2.0810 0.1447 0.5279 5.8947 -3.5304 -0.9333
O 3.0102 0.2224 1.3489 -1.8533 -0.2133 -1.6489
C 1.9150 -0.8464 -0.6752 11.2759 -7.1841 11.6052
C 3.2010 -1.1816 -1.3449 1.7387 2.7744 4.2714
C 3.7319 -0.1168 -2.1765 -5.2100 5.4745 0.0609
H 3.7916 1.0401 -1.5766 -0.1890 -3.5674 -1.8733
H 4.5215 -0.2309 -2.7649 4.1822 -0.9495 -1.4999
H 2.9647 -0.0574 -3.0442 0.6648 0.8698 1.2655
H 3.1467 -2.0305 -1.7988 -0.6141 -5.1758 -3.4788
H 4.0145 -1.3929 -0.6259 -0.7450 0.1009 0.6047
C 1.2592 -2.0510 0.3711 9.7432 0.5325 -4.7716
N 0.1369 -2.3063 0.5758 -10.4260 0.2409 2.0742
N -0.8730 -1.3032 0.2332 12.4124 4.5582 -4.0525
C -2.0479 -1.3645 0.3712 -13.4222 -7.3321 5.4598
O -2.5659 -2.4842 1.0328 2.0668 4.4428 -2.8322
C -3.1253 -0.3768 -0.0057 5.5041 1.8011 1.7200
C -2.7788 1.0268 -0.0433 3.7568 0.1640 -3.2621
C -3.5692 2.0287 -0.4856 -0.6645 -0.4433 1.5310
C -4.9816 1.6645 -0.4410 5.7647 7.6837 -1.4153
C -5.3639 0.5169 -0.5609 -4.2961 -15.1280 5.6022
C -4.3781 -0.6356 0.0421 -8.4442 -2.5656 -2.3048
O -4.9478 -2.0432 0.3528 -6.5154 8.1998 -4.3150
H -4.1722 -2.2701 0.6251 8.2145 -4.2479 3.5463
H -6.4891 0.0579 -0.2390 2.8028 1.7576 -1.9393
H -5.5921 2.3418 -0.8209 -3.0440 3.6711 -0.8453
H -3.2065 3.0259 -0.8019 -0.3657 -0.7869 0.5590
H -1.6477 1.1747 -0.2537 -1.6644 0.1362 0.9146
H -0.5307 -0.3328 -0.2605 -0.6456 -3.1944 1.6164
C 2.2313 -3.1680 0.7959 -2.7974 5.7754 4.8849
H 1.6495 -3.7922 1.4404 0.5190 -0.9123 0.1378
H 2.7964 -3.3979 0.0690 3.1846 -3.2517 -5.8613
H 3.0395 -2.5401 1.2511 -0.6567 -0.6221 1.1609
H 1.2118 -0.5011 -1.0335 -11.6820 5.5342 -7.9427
H 1.2526 3.6875 0.0794 1.0738 -0.3320 2.2391
H 2.6790 3.2318 0.8808 10.5405 -1.0900 -2.4555
H 1.7609 4.0300 1.8817 -0.6309 0.2079 0.0772
```
Forces are in eV/Å.

The value obtained for the HOMO energy is -8.747 eV. As for the charge: 0. The HOMO-LUMO gap comes out at 9.082 eV. As for the SMILES: CCOC(=O)[C@@H](CC)/C(C)=N\NC(=O)c1ccccc1O.

3.
A cluster of 2 separate species, C20H24ClOSi in total in a non-equilibrium geometry, computed with wB97M-V/def2-TZVPD.

The geometry in XYZ format:
```
47
Properties=species:S:1:pos:R:3:forces:R:3
Cl 7.0722 1.3762 -2.0392 0.9508 -0.1665 0.2269
C 5.3869 1.5459 -2.1822 -1.0962 0.1826 0.0153
C 4.7538 2.6094 -1.5203 -0.3859 0.0041 -0.4372
C 3.3790 2.8157 -1.7234 0.1642 -0.8558 -0.1194
C 2.6629 1.9218 -2.5508 -0.5979 -0.1379 0.5318
C 1.1342 1.8104 -2.3285 0.0008 -0.2558 -0.3288
C 0.2006 1.0822 -3.3105 0.0763 -0.5759 0.1236
C -1.2754 1.4459 -2.8846 0.7689 -0.1466 -0.7579
C -1.0629 2.6482 -1.9980 1.5205 0.9191 0.0435
C 0.2702 2.9163 -1.8156 -1.5705 0.2856 0.0195
C 3.3125 0.8223 -3.1507 0.1045 0.1039 0.7016
C 4.6793 0.6059 -2.9408 -0.2904 0.5790 -0.0100
H 5.3376 3.2414 -0.8428 -0.2444 -0.1837 -0.3955
H 2.8161 3.5509 -1.1276 0.5726 -0.2417 -0.4615
H 0.3722 1.3740 -4.3470 0.0410 0.1874 0.0589
H 0.4375 0.0200 -3.2460 -0.3660 -0.1525 -0.2027
H -1.7985 1.7038 -3.8168 -0.1546 0.1374 0.4004
H -1.8867 0.6300 -2.4490 0.5757 0.2566 0.0853
H -1.9227 3.2468 -1.6607 0.6990 -0.1787 -0.0124
H 0.7665 3.7185 -1.2643 -0.8139 0.0253 -0.0678
H 2.7128 0.0358 -3.6192 0.2543 0.4330 -0.0875
H 5.1992 -0.2807 -3.3185 -0.2470 0.4624 -0.0048
C -5.9147 -2.1644 3.6207 0.2812 0.0359 -0.1003
O -5.4625 -1.3026 2.5318 0.9801 -0.5697 0.4279
C -4.1083 -1.3307 2.3136 0.2435 -0.1794 0.2099
C -3.5722 -0.5359 1.2819 0.2502 -0.1139 0.1516
C -2.2057 -0.4810 1.0058 0.8139 -0.6841 0.6285
C -1.2796 -1.2869 1.7900 0.2086 -1.0986 1.2007
Si 0.5648 -1.8115 2.0815 -1.4623 2.3331 -2.5614
H 1.1647 1.1695 -1.4655 -0.0011 -0.7432 0.7336
C 1.6129 -0.4828 3.0266 -0.2024 -0.6834 -0.3712
C 1.2199 -3.1318 0.8110 -0.0669 0.5548 0.6289
C -1.8380 -2.1074 2.8333 -0.2942 0.9461 -1.1194
C -3.2193 -2.1079 3.0671 -0.1969 -0.2368 0.3267
H -7.0074 -2.0915 3.7225 0.5468 0.2121 -0.3427
H -5.6299 -3.2108 3.4084 -0.2687 0.4179 0.0313
H -5.4320 -1.8543 4.5650 -0.3192 -0.0434 -0.3650
H -4.2935 0.0352 0.7187 0.1258 0.2227 -0.2431
H -1.8591 0.1814 0.1884 -0.1215 -0.5609 0.6580
H 1.0938 0.5066 3.0370 0.1305 -0.9686 -0.2415
H 1.7926 -0.7679 4.0664 0.0666 -0.0250 -0.0422
H 2.6013 -0.3952 2.5250 -0.5544 -0.1325 0.2427
H 0.5455 -3.2183 -0.0758 0.3072 0.3856 0.8941
H 2.2397 -2.8321 0.4860 -0.5441 -0.0989 0.2786
H 1.2938 -4.1242 1.2602 0.0792 0.0000 0.0260
H -1.2161 -2.7734 3.4869 -0.2982 0.4215 -0.4160
H -3.6375 -2.7227 3.8500 0.3346 -0.0728 0.0429
```
Forces are in eV/Å.

The value obtained for the HOMO energy is -10.561 eV. As for the charge: +1. The HOMO-LUMO gap comes out at 4.972 eV.

4.
A cluster of 2 separate species, C4H6IN in total in a non-equilibrium geometry, computed with wB97M-V/def2-TZVPD.

The geometry in XYZ format:
```
12
Properties=species:S:1:pos:R:3:forces:R:3
C -0.1416 1.4463 -0.3220 2.6735 -0.8703 4.9911
C 0.4954 2.2948 1.4471 -1.2495 -2.9672 -0.8142
C -0.7665 -0.9409 -0.1661 0.0535 1.6237 0.4933
C -0.1511 -2.0911 -0.7078 2.3856 -2.5445 -2.8431
N -0.4736 0.2576 -0.3766 0.4185 -0.5611 -0.2430
I 1.7254 3.8875 1.0125 0.6243 0.3086 -0.1079
H -0.5674 2.0372 -1.0051 -1.4547 2.8646 -2.4590
H 1.0383 1.4580 2.1189 -0.6567 1.6169 -1.9430
H -1.4081 -1.1114 0.6179 -1.9220 -0.2052 1.8159
H 0.8024 -2.3241 -0.1737 -0.6735 0.1012 -0.0237
H 0.2272 -1.8913 -1.7692 -0.7185 -0.4522 1.2318
H -0.7804 -3.0225 -0.6760 0.5195 1.0857 -0.0981
```
Forces are in eV/Å.

The value obtained for the HOMO energy (alpha / beta) is -6.983 / -6.984 eV. As for the charge: 0. The HOMO-LUMO gap (alpha / beta) comes out at 6.688 / 6.689 eV.

5.
A structure of composition C10H14BClN6O4V in a non-equilibrium geometry, computed with wB97M-V/def2-TZVPD.

The geometry in XYZ format:
```
37
Properties=species:S:1:pos:R:3:forces:R:3
H 0.8780 3.2361 0.9908 0.0206 0.1945 -0.1112
N 0.4449 1.7585 -0.4549 0.4084 0.2124 -0.9659
B 0.1800 0.3715 -2.5833 -0.6712 -0.2828 0.2138
N 0.5115 1.7239 -1.8720 0.0454 0.0952 1.0906
C 0.9162 2.9254 -2.2950 -0.2241 -0.8110 0.4239
V 0.0931 0.1538 0.4753 -2.0205 -0.7163 2.0604
H 1.0269 3.1211 -3.3557 -0.0044 -0.0379 0.1535
C 1.1410 3.7602 -1.1950 -0.1178 -0.0844 1.1878
H 1.4932 4.7841 -1.2013 -0.1218 -0.1951 -0.0605
C 0.8358 3.0027 -0.0644 0.3165 0.5767 -0.9793
H 0.2703 0.4357 -3.7530 0.1199 0.1213 -0.2582
C -0.5475 -1.4422 2.7281 -0.0440 -1.8202 -2.1692
H -0.3305 -1.8327 3.7250 0.3792 0.4876 -0.0383
H -0.0942 -2.1574 2.0223 -0.3749 -0.7166 0.4841
H -1.6231 -1.4420 2.4982 0.1398 0.1800 0.5115
N -1.2762 -0.0169 -2.1608 0.1505 -0.2348 0.6839
N 1.1393 -0.7126 -2.0038 0.1039 -0.5324 1.2135
N -1.5754 -0.1824 -0.8155 0.9924 0.3021 0.2635
N 1.2056 -0.9178 -0.6092 0.7359 -0.4382 -1.2947
C -2.3822 -0.2479 -2.8878 0.0409 0.0405 0.9677
C 1.9905 -1.5651 -2.5821 -0.2568 0.3862 0.6985
H -2.3472 -0.1779 -3.9613 -0.0540 0.0131 -0.0709
H 2.0826 -1.5743 -3.6535 0.0983 -0.0248 -0.1411
C -3.4363 -0.5471 -2.0203 0.6733 0.1042 0.5527
C 2.6482 -2.3196 -1.6034 -0.1929 0.0831 0.6486
C -2.8930 -0.4903 -0.7275 0.1739 0.1164 -0.8208
C 2.1422 -1.8922 -0.3807 -0.0948 0.3289 -0.8464
H -4.4505 -0.7716 -2.2861 -0.1350 -0.0384 -0.0199
H 3.4049 -3.0721 -1.7585 -0.0828 0.0235 -0.0186
H -3.3728 -0.6462 0.2337 0.1079 0.0153 -0.2406
H 2.3696 -2.1913 0.6379 0.0370 -0.0365 -0.2626
H -1.2607 -0.6935 4.5577 -0.2414 0.3899 1.1006
O 0.3241 0.9984 6.9453 -0.3806 -0.8176 -1.3401
Cl 0.4164 0.2388 5.7204 -0.1993 -0.3138 1.4199
O 1.2754 -0.9220 5.8517 -0.8652 0.6283 -0.4678
O -1.2629 -0.4569 5.5126 1.3970 0.5450 -0.2033
O 0.0631 -0.2382 2.3260 0.1407 2.2568 -3.3651
```
Forces are in eV/Å.

The value obtained for the HOMO energy (alpha / beta) is -15.736 / -15.737 eV. As for the spin multiplicity: 2. As for the charge: +2. The HOMO-LUMO gap (alpha / beta) comes out at 5.157 / 6.025 eV.

6.
An isolated molecule of C19H18F3NO2 in a non-equilibrium geometry, computed with wB97M-V/def2-TZVPD.

The geometry in XYZ format:
```
43
Properties=species:S:1:pos:R:3:forces:R:3
O -2.3701 -0.9186 3.2145 1.8901 -1.4601 1.3800
F -0.8158 -1.9211 -0.6599 -0.5187 1.3570 0.4827
F -0.9212 -2.5507 1.3704 -2.0871 0.9370 1.4105
F 0.8962 -2.2137 0.5560 0.3698 2.2424 0.0099
O -0.0535 0.8872 -0.0306 -1.2024 -1.3231 -0.3057
C -2.7118 -0.1400 2.3794 -0.6906 0.8426 -0.8978
C -4.0946 1.3356 0.4104 1.1603 -1.1862 -1.6075
C -2.7392 0.8227 0.1456 0.4383 1.9269 0.4502
C -4.6912 1.0140 1.5467 -1.6114 -0.8401 2.2699
C -1.9837 0.2988 1.1446 -0.6322 -1.4271 0.5872
C 0.7083 -0.5439 3.2631 0.0322 2.1569 -2.5082
C 0.3665 0.2471 2.1819 0.0732 -3.1375 2.5317
C 1.9487 2.9386 -4.3523 0.2702 1.5097 4.2707
C 2.0280 3.6453 -3.0917 0.0127 -1.0956 1.4746
C 1.5214 1.5891 -4.2736 -0.5812 1.7089 -0.3417
C 1.8027 2.9750 -1.8067 1.0853 0.9914 -0.7393
C 1.1443 0.9799 -3.0529 0.2692 1.0733 -1.8666
C 1.4136 1.6268 -1.8661 -0.5418 0.6439 1.3692
N -3.9998 0.3523 2.5689 -0.2196 1.6610 -2.8818
C 1.2276 0.7779 -0.6252 -0.6504 -2.4010 -1.5772
C 2.9354 -0.7115 4.5939 -1.1260 -2.5485 -0.5900
C 1.8404 -0.7296 5.6396 -0.3081 -0.6863 -0.4382
C 1.6205 -0.0276 4.3027 0.4255 0.3879 -0.0283
C -0.3835 -1.6233 0.6107 2.4072 -3.1694 -2.6151
C -0.4812 -0.1123 0.9699 -0.0944 1.9551 0.4346
H -4.7237 1.7368 -0.3690 0.2971 0.1335 -0.1886
H -2.1903 1.0951 -0.7705 -0.6595 -0.2991 0.3024
H -5.8119 1.1253 1.6589 1.6009 0.1789 0.2570
H 0.4440 -1.5681 3.2703 -0.4527 -0.9152 0.2432
H 0.7654 1.2196 2.1716 0.1124 1.2846 -0.1776
H 2.2632 3.6857 -5.0991 -0.4673 -1.5883 -0.7296
H 2.3247 4.7171 -3.0657 -0.2354 -0.9268 -0.1305
H 1.3093 1.2317 -5.2536 -0.1755 -1.2621 -0.3453
H 2.0462 3.4809 -0.7527 -0.7296 -1.0547 -2.6506
H 0.5315 0.0808 -3.0020 0.6487 -0.1656 -0.3169
H -4.3707 0.1418 3.4649 -0.5740 -0.2515 0.4629
H 1.3735 -0.3047 -0.9831 0.0468 1.4401 0.7707
H 1.9384 1.0206 0.0931 1.6224 0.3179 1.3269
H 3.7678 -0.1147 4.7689 1.2077 1.1304 0.3132
H 3.2151 -1.6630 4.0731 -0.5658 0.9390 0.4718
H 2.0487 -0.1155 6.5292 -0.5301 -0.5048 -0.4296
H 1.2559 -1.7034 5.7416 0.9415 1.5622 0.1514
H 1.7454 1.0533 4.2333 -0.2575 -0.1373 0.3955
```
Forces are in eV/Å.

The value obtained for the HOMO energy is -8.757 eV. As for the charge: 0. The HOMO-LUMO gap comes out at 9.205 eV. As for the SMILES: O=c1[nH]cccc1[C@](/C=C/C1CC1)(OCc1ccccc1)C(F)(F)F.

Q: Among the records above, which one has the highest charge?
A: C10H14BClN6O4V